1 | ORCA calculation (ωB97M-V/def2-TZVPD) on a molecular structure, C5H12N2.

Output
Kohn-Sham gap: 7.5 eV
LUMO level: 0.90 eV
2S+1: 1

The geometry in XYZ format:
```
19
C5H12N2 (ωB97M-V/def2-TZVPD)
C 0.8629 -1.0111 0.7870
C 1.9473 0.2732 -1.0180
C -2.0686 -0.6134 -0.3172
N 0.8345 0.1352 -0.1043
C -0.2631 1.2657 -0.0718
N -0.7544 1.6839 1.1676
C -0.9029 0.2218 -0.7646
H -0.9787 0.9940 1.8852
H -0.2653 2.4676 1.5694
H -0.6291 0.0645 -1.8080
H 0.0907 -0.9104 1.5507
H 1.8291 -1.0513 1.3013
H 0.7122 -1.9713 0.2736
H 1.8423 -0.3626 -1.9081
H 2.8831 -0.0098 -0.5202
H 1.9971 1.3138 -1.3353
H -1.8387 -1.6795 -0.4078
H -2.9163 -0.4175 -0.9820
H -2.3821 -0.3929 0.7024
```

=====

2 | ORCA calculation (ωB97M-V/def2-TZVPD) on a single C5H12N2 molecule.

Output
SMILES string: N/C=C/CCCN
Kohn-Sham gap: 9.1 eV
LUMO level: 1.19 eV
2S+1: 1

The geometry in XYZ format:
```
19
C5H12N2 (ωB97M-V/def2-TZVPD)
C -1.5239 0.1881 0.8421
C -1.0906 -1.0410 0.0562
C -0.1595 -0.7112 -1.1306
N 2.8931 0.6522 0.6222
C 2.0031 -0.1655 -0.0730
C 0.9548 0.2491 -0.7975
N -2.7850 0.6836 0.2638
H -0.8079 1.0027 0.7976
H -1.5366 -0.0446 1.9237
H -1.9617 -1.6271 -0.2493
H -0.5487 -1.7758 0.6652
H 0.1970 -1.6187 -1.6159
H -0.7550 -0.2469 -1.9289
H 2.7782 1.6516 0.5336
H 3.8642 0.3908 0.6095
H 2.2700 -1.2139 0.0075
H 0.9491 1.2651 -1.1649
H -3.5334 0.1332 0.6468
H -2.9150 1.6840 0.3218
```

=====

3 | ORCA calculation (ωB97M-V/def2-TZVPD) on a single C5H12N2 molecule.

Output
SMILES string: NC[C@H]1CCCN1
Kohn-Sham gap: 9.6 eV
LUMO level: 1.16 eV
2S+1: 1

The geometry in XYZ format:
```
19
C5H12N2 (ωB97M-V/def2-TZVPD)
N -0.5782 -1.3620 -0.3865
C -1.8529 -0.7094 -0.6259
C -1.8754 0.4457 0.3589
C -0.4220 0.9080 0.3201
C 0.3398 -0.4362 0.2280
C 1.7192 -0.2201 -0.3887
N 2.4553 0.7595 0.4324
H -0.6650 -2.2535 0.0684
H -2.7172 -1.3641 -0.4853
H -1.9739 -0.3903 -1.6725
H -2.5808 1.2626 0.2479
H -2.0699 0.0279 1.3443
H -0.0467 1.4479 1.1664
H -0.2669 1.4852 -0.5935
H 0.6103 -0.7208 1.2521
H 1.7134 0.0701 -1.4415
H 2.3166 -1.1386 -0.3698
H 2.4657 1.6938 0.0436
H 3.4284 0.4942 0.5016
```

=====

Energies relative to the minimum, eV: 1 3.708; 2 0.601; 3 0.000

=====

1 | ORCA calculation (ωB97M-V/def2-TZVPD) on a single C5H12N2 molecule.

Output
SMILES string: C/C(=C/N)CCN
Kohn-Sham gap: 7.9 eV
LUMO level: 0.91 eV
2S+1: 1

The geometry in XYZ format:
```
19
C5H12N2 (ωB97M-V/def2-TZVPD)
C 1.5609 0.3058 0.3982
C 0.1327 0.0314 0.9493
C -0.9011 -0.6142 0.0644
C -1.4878 0.0976 -0.9499
N -0.7867 0.6421 -2.0406
C -1.3430 -2.0358 0.3687
N 1.9832 1.6657 0.7368
H 1.6846 0.0838 -0.6672
H 2.2962 -0.3273 0.8972
H -0.2164 1.0203 1.2528
H 0.3088 -0.4451 1.9142
H -2.5647 0.2791 -0.9624
H 0.2043 0.4575 -1.9709
H -1.0420 1.6271 -2.1250
H -1.5494 -2.0972 1.4408
H -2.0546 -2.3662 -0.3743
H -0.4120 -2.6114 0.3141
H 2.8548 1.8888 0.2734
H 1.3321 2.3983 0.4804
```

=====

2 | ORCA calculation (ωB97M-V/def2-TZVPD) on a single C5H12N2 molecule.

Output
SMILES string: C=CCCNCN
Kohn-Sham gap: 10.0 eV
LUMO level: 1.03 eV
2S+1: 1

The geometry in XYZ format:
```
19
C5H12N2 (ωB97M-V/def2-TZVPD)
C 0.3284 0.7891 -0.8497
C -0.5741 1.6313 0.0901
C -1.4274 0.8024 1.1054
C -1.5275 1.1175 2.3866
N 0.5148 -0.5791 -0.3535
C 1.1566 -1.4279 -1.3241
N 1.7381 -2.6563 -0.6967
H 0.0112 0.8426 -1.9073
H 1.3478 1.2138 -0.8404
H -1.3038 2.2957 -0.3514
H 0.1643 2.1820 0.6610
H -2.1953 0.3204 0.4872
H -2.4265 1.0216 2.9950
H -0.7251 1.6112 2.9312
H -0.3993 -0.8824 -0.0446
H 0.5524 -1.8016 -2.1698
H 1.9646 -0.8432 -1.7679
H 1.8823 -2.3799 0.2736
H 0.9184 -3.2573 -0.6246
```

=====

3 | ORCA calculation (ωB97M-V/def2-TZVPD) on a single C5H12N2 molecule.

Output
SMILES string: N/C=C/CCCN
Kohn-Sham gap: 9.0 eV
LUMO level: 1.14 eV
2S+1: 1

The geometry in XYZ format:
```
19
C5H12N2 (ωB97M-V/def2-TZVPD)
C 1.6855 -0.2698 -0.0847
C 0.9385 0.9094 0.5807
C -0.3732 1.2887 -0.0431
N -2.4464 -1.7925 0.5331
C -1.9394 -0.5086 0.5926
C -1.3570 0.2032 -0.3984
N 2.5005 0.1325 -1.2506
H 0.9555 -0.9945 -0.4361
H 2.3598 -0.8089 0.5980
H 1.7031 1.6873 0.4620
H 0.8783 0.7047 1.6421
H -0.9636 1.9072 0.6365
H -0.2609 1.9235 -0.9264
H -2.4096 -2.2575 -0.3642
H -3.3598 -1.9228 0.9540
H -1.9229 -0.1720 1.6489
H -1.9857 0.1114 -1.2891
H 3.3929 0.5189 -0.9937
H 2.6043 -0.6604 -1.8614
```

=====

4 | ORCA calculation (ωB97M-V/def2-TZVPD) on a single C5H12N2 molecule.

Output
SMILES string: [H]/N=C(\CC)N(C)C
Kohn-Sham gap: 9.3 eV
LUMO level: 0.95 eV
2S+1: 1

The geometry in XYZ format:
```
19
C5H12N2 (ωB97M-V/def2-TZVPD)
C -1.1825 -0.7611 -0.0964
C 1.6491 -1.1195 -0.1419
C 2.0758 1.3330 0.0217
C -2.6533 -0.3973 0.0224
N 1.0774 0.2021 -0.1459
C -0.2169 0.4922 0.0864
N -0.5877 1.6496 0.4388
H -1.5632 1.8923 0.3295
H -0.9123 -1.4800 0.6801
H -0.9943 -1.2179 -1.0706
H 1.5082 -1.6773 0.7916
H 2.7270 -1.0536 -0.2872
H 1.2441 -1.7122 -0.9619
H 2.7756 1.3070 -0.8145
H 2.6214 1.2249 0.9629
H 1.5110 2.2604 0.0315
H -3.2666 -1.2931 -0.0729
H -2.9450 0.2975 -0.7641
H -2.8679 0.0529 0.9903
```

=====

Energies relative to the minimum, eV: 1 2.102; 2 1.409; 3 1.093; 4 0.000

=====

1 | ORCA calculation (ωB97M-V/def2-TZVPD) on a single C5H12N2 molecule.

Output
SMILES string: CCCC/N=C/N
Kohn-Sham gap: 8.7 eV
LUMO level: 1.05 eV
2S+1: 1

The geometry in XYZ format:
```
19
C5H12N2 (ωB97M-V/def2-TZVPD)
C 2.3720 1.1950 0.0499
C 0.9437 1.1193 -0.5718
C -0.1723 1.3256 0.4794
C -1.3778 0.4342 0.2378
N -0.9141 -2.8925 -0.4026
C -1.6083 -1.9814 0.3141
N -1.1487 -0.8997 0.7675
H 2.8243 2.1740 -0.0196
H 2.9720 0.4939 -0.5398
H 2.4066 0.8183 1.0722
H 0.6938 0.2171 -1.1191
H 0.9975 2.0143 -1.1891
H 0.2343 1.1792 1.4804
H -0.4664 2.3804 0.5229
H -2.3220 0.8280 0.6396
H -1.5204 0.4125 -0.8528
H 0.0889 -2.8221 -0.4809
H -1.3694 -3.6424 -0.8958
H -2.6337 -2.3536 0.5078
```

=====

2 | ORCA calculation (ωB97M-V/def2-TZVPD) on 2 unconnected molecules or ions with the total composition C5H12N2.

Output
Kohn-Sham gap: 8.6 eV
LUMO level: 0.78 eV
2S+1: 1

The geometry in XYZ format:
```
19
C5H12N2 (ωB97M-V/def2-TZVPD)
C 0.9027 -0.0974 -1.1710
C -1.2901 -1.5094 -0.2783
C 2.4555 -0.6081 0.8269
N -0.1195 0.6073 -0.7101
C -1.2270 -0.0227 -0.0952
N -0.0337 2.0337 -0.6679
C -2.1549 0.6555 0.5842
H 0.0717 2.3396 0.2976
H -0.8954 2.4301 -1.0325
H 1.6337 0.5531 -1.6546
H 1.6987 -0.7994 -0.1810
H -0.4783 -1.9989 0.2609
H -2.2381 -1.8912 0.0927
H -1.1743 -1.7678 -1.3296
H -2.9825 0.1309 1.0325
H -2.1260 1.7216 0.7439
H 3.2664 -1.3098 0.6747
H 1.8515 -0.8733 1.6909
H 2.8396 0.4063 0.9159
```

=====

Energies relative to the minimum, eV: 1 0.000; 2 2.543

=====

1 | ORCA calculation (ωB97M-V/def2-TZVPD) on a single CH3N3O molecule.

Output
SMILES string: N#CONN
Kohn-Sham gap: 9.7 eV
LUMO level: -0.23 eV
2S+1: 1

The geometry in XYZ format:
```
8
CH3N3O (ωB97M-V/def2-TZVPD)
C 1.2675 1.2555 0.0523
N 1.7962 1.5849 -0.9232
N -1.0601 -0.6509 -0.2607
N -0.1203 -0.6731 0.6991
O 0.2339 0.4917 1.1238
H -0.8804 -0.5404 -1.2624
H -1.8177 -0.1562 0.0891
H 0.5808 -1.3115 0.4820
```

=====

2 | ORCA calculation (ωB97M-V/def2-TZVPD) on 2 unconnected molecules or ions with the total composition CH3N3O.

Output
Kohn-Sham gap (alpha / beta): 9.7 / 8.1 eV
LUMO level (alpha / beta): -0.08 / -0.67 eV
2S+1: 1

The geometry in XYZ format:
```
8
CH3N3O (ωB97M-V/def2-TZVPD)
C 0.9992 0.1905 0.0750
N -0.2033 0.1903 -0.2378
N 2.1020 0.6305 0.0808
N -2.5533 0.1664 -0.1883
O -1.3774 0.2082 0.4645
H 1.0752 -1.7811 -0.7774
H 3.0488 0.3737 -0.0837
H -3.0912 0.0214 0.6668
```

=====

3 | ORCA calculation (ωB97M-V/def2-TZVPD) on 2 unconnected molecules or ions with the total composition CH3N3O.

Output
Kohn-Sham gap (alpha / beta): 9.8 / 9.7 eV
LUMO level (alpha / beta): -0.76 / -0.81 eV
2S+1: 1

The geometry in XYZ format:
```
8
CH3N3O (ωB97M-V/def2-TZVPD)
C 2.1104 0.5706 0.2972
N 3.0514 0.0069 0.5977
N -0.7646 -0.8563 -1.0496
N -1.2508 0.2871 0.8027
O -0.4664 -0.1177 -0.0728
H -1.8005 -0.9516 -1.1279
H 1.3448 1.2156 -0.0364
H -2.2243 -0.1547 0.5891
```

=====

Energies relative to the minimum, eV: 1 0.000; 2 3.955; 3 1.274